{
  "formula": "C5H10O2",
  "method": "ωB97M-V/def2-TZVPD",
  "symbols": ["C", "C", "C", "O", "C", "C", "O", "H", "H", "H", "H", "H", "H", "H", "H", "H", "H"],
  "coordinates": [[0.654, -0.945, -1.834], [0.910, -0.172, -0.782], [-0.155, 0.257, 0.157], [-1.332, -0.504, 0.119], [0.115, 1.015, 1.443], [-0.472, 1.722, 0.253], [-1.806, 2.094, 0.219], [1.420, -1.216, -2.550], [-0.353, -1.313, -2.008], [1.909, 0.220, -0.597], [-1.149, -1.366, 0.516], [1.142, 1.229, 1.733], [-0.572, 0.817, 2.261], [0.176, 2.399, -0.301], [-2.304, 1.277, 0.055], [0.945, -2.572, 0.338], [0.871, -2.943, 0.977]],
  "lumo_ev": 0.9,
  "spin_multiplicity": 1,
  "smiles": "C=C[C@@]1(O)C[C@@H]1O.[H][H]",
  "total_charge": 0,
  "total_energy_ha": -346.8907,
  "e_homo_ev": -9.2
}